[1]
This record from the OMol25 dataset describes a 2-piece molecular cluster, C6H14Si overall. The level of theory is the ωB97M-V functional and the def2-TZVPD basis.

Structure (ORCA input):
```
! wB97M-V def2-TZVPD RIJCOSX def2/J DEFGRID3
* xyz 0 1
C 1.929 -0.395 0.231
C 0.995 -0.077 -0.628
C 3.396 -0.145 -0.063
C -1.989 1.034 -1.227
C -1.311 0.946 1.279
C -1.409 0.238 -0.021
Si -1.321 -1.610 0.052
H 1.518 -0.774 1.114
H 1.087 0.359 -1.571
H 3.814 0.508 0.863
H 3.368 0.320 -1.066
H 3.795 -1.181 -0.059
H -1.327 0.715 -2.123
H -1.821 2.074 -1.162
H -3.119 0.714 -1.208
H -0.675 0.448 2.077
H -2.365 1.166 1.791
H -0.754 1.991 1.154
H -2.564 -2.330 0.117
H -0.799 -1.708 1.310
H -0.450 -2.293 -0.859
*
```

Results
Gap between HOMO and LUMO (alpha / beta), Ha: 0.3001 / 0.3060
ΔE to the lowest compared entry with this formula, charge and spin, kJ/mol: 558.2
LUMO energy (alpha / beta), eV: 0.3 / 0.3
Highest occupied orbital energy (alpha / beta), eV: -7.87 / -8.00

***

[2]
This record from the OMol25 dataset describes one molecule with the formula C3H4BrO2P. The level of theory is the ωB97M-V functional and the def2-TZVPD basis.

Structure (ORCA input):
```
! wB97M-V def2-TZVPD RIJCOSX def2/J DEFGRID3
* xyz 0 3
C -2.519 1.537 0.515
C -1.592 -0.667 0.183
C 0.761 -0.883 -0.215
O -1.482 0.619 0.244
O -0.506 -1.427 0.172
P -3.028 -1.571 -0.365
Br -4.330 0.270 -0.017
H -2.614 2.126 -0.318
H 1.054 -1.054 -1.179
H 1.401 -1.485 0.338
H 0.661 0.133 -0.138
*
```

Results
Gap between HOMO and LUMO (alpha / beta), Ha: 0.2442 / 0.2626
LUMO energy (alpha / beta), eV: 0.4 / -1.0
<S²>: 2.02
Highest occupied orbital energy (alpha / beta), eV: -6.25 / -8.15

***

[3]
This record from the OMol25 dataset describes one molecule with the formula C18H23N3O3. The level of theory is the ωB97M-V functional and the def2-TZVPD basis.

Structure (ORCA input):
```
! wB97M-V def2-TZVPD RIJCOSX def2/J DEFGRID3
* xyz 0 1
C 3.065 2.477 -2.131
C 3.749 2.431 -0.772
H 4.833 2.512 -0.880
H 3.379 3.238 -0.131
O 3.531 1.183 -0.120
C 2.431 1.102 0.666
O 1.662 2.024 0.834
N 2.332 -0.099 1.275
C 3.109 -1.249 0.873
H 4.060 -0.922 0.457
C 2.313 -2.078 -0.154
N 0.902 -1.814 0.034
C 0.552 -1.760 1.436
C 1.123 -0.445 2.000
H 0.417 0.376 1.871
H 1.354 -0.549 3.066
H 0.953 -2.620 1.998
H -0.533 -1.764 1.541
C 0.001 -2.532 -0.845
C -0.094 -4.041 -0.591
H -0.840 -4.468 -1.255
H -0.405 -4.230 0.433
H 0.861 -4.528 -0.773
C -1.406 -1.902 -0.785
O -2.400 -2.601 -0.806
C -1.452 -0.458 -0.673
C -0.427 0.450 -0.846
N -0.847 1.697 -0.541
C -2.155 1.650 -0.134
C -3.001 2.663 0.294
C -4.294 2.312 0.626
C -4.734 0.989 0.534
C -3.896 -0.021 0.113
C -2.588 0.308 -0.230
H -4.232 -1.043 0.039
H -5.755 0.760 0.801
H -4.981 3.073 0.964
H -2.657 3.683 0.368
H -0.232 2.490 -0.440
H 0.570 0.274 -1.196
H 0.366 -2.369 -1.870
H 2.577 -3.143 -0.033
H 2.576 -1.776 -1.173
H 3.304 -1.840 1.772
H 1.987 2.409 -2.013
H 3.305 3.413 -2.629
H 3.404 1.650 -2.751
*
```

Results
SMILES: CCOC(=O)N1CCN([C@@H](C)C(=O)c2c[nH]c3ccccc23)CC1
Gap between HOMO and LUMO, Ha: 0.3142
ΔE to the lowest compared entry with this formula, charge and spin, kJ/mol: 192.7
LUMO energy, eV: 0.6
Highest occupied orbital energy, eV: -7.90

***

[4]
This record from the OMol25 dataset describes one molecule with the formula C17H16BrNO4. The level of theory is the ωB97M-V functional and the def2-TZVPD basis.

Structure (ORCA input):
```
! wB97M-V def2-TZVPD RIJCOSX def2/J DEFGRID3
* xyz 0 1
C 6.646 -1.295 -4.244
H 6.914 -0.356 -3.750
O 6.465 -2.335 -3.313
C 5.487 -2.215 -2.379
C 4.632 -1.124 -2.253
C 3.661 -1.112 -1.268
C 3.526 -2.180 -0.388
C 4.405 -3.258 -0.500
C 5.364 -3.283 -1.484
H 6.042 -4.115 -1.586
H 4.312 -4.072 0.201
C 2.520 -2.205 0.705
O 2.705 -2.777 1.763
N 1.339 -1.590 0.418
H 1.261 -1.023 -0.412
C 0.360 -1.350 1.443
C 0.102 0.138 1.595
O 0.530 0.977 0.848
O -0.672 0.390 2.651
C -1.003 1.762 2.877
C -1.921 2.304 1.814
C -2.978 1.522 1.366
C -3.813 2.011 0.379
C -3.627 3.269 -0.168
C -2.574 4.043 0.288
C -1.722 3.565 1.269
H -0.895 4.170 1.608
H -2.414 5.024 -0.133
H -4.290 3.633 -0.937
Br -5.253 0.926 -0.236
H -3.138 0.539 1.782
H -0.083 2.354 2.916
H -1.490 1.771 3.856
H -0.591 -1.845 1.211
H 0.747 -1.766 2.379
H 3.034 -0.237 -1.174
H 4.716 -0.275 -2.913
H 5.751 -1.143 -4.856
H 7.468 -1.613 -4.883
*
```

Results
SMILES: COc1ccc(C(=O)NCC(=O)OCc2cccc(Br)c2)cc1
Gap between HOMO and LUMO, Ha: 0.3459
ΔE to the lowest compared entry with this formula, charge and spin, kJ/mol: 0.2
LUMO energy, eV: 0.7
Highest occupied orbital energy, eV: -8.72

***

Copy entry 2 word for word.
This record from the OMol25 dataset describes one molecule with the formula C3H4BrO2P. The level of theory is the ωB97M-V functional and the def2-TZVPD basis.

Structure (ORCA input):
```
! wB97M-V def2-TZVPD RIJCOSX def2/J DEFGRID3
* xyz 0 3
C -2.519 1.537 0.515
C -1.592 -0.667 0.183
C 0.761 -0.883 -0.215
O -1.482 0.619 0.244
O -0.506 -1.427 0.172
P -3.028 -1.571 -0.365
Br -4.330 0.270 -0.017
H -2.614 2.126 -0.318
H 1.054 -1.054 -1.179
H 1.401 -1.485 0.338
H 0.661 0.133 -0.138
*
```

Results
Gap between HOMO and LUMO (alpha / beta), Ha: 0.2442 / 0.2626
LUMO energy (alpha / beta), eV: 0.4 / -1.0
<S²>: 2.02
Highest occupied orbital energy (alpha / beta), eV: -6.25 / -8.15

***

- Number 4 is which compound?
  C17H16BrNO4